Molecular formula: C5H16NO4
Method: DFT, ωB97M-V/def2-TZVPD

Each line ends with the natural charge from an NBO analysis.
CARTESIAN COORDINATES (ANGSTROEM)
C (-0.0480, 1.1112, 1.7806)  -0.230
N (-1.1752, 1.6497, 1.0145)  -0.684
C (-1.1437, 1.8017, -0.4977)  0.101
O (-2.1002, 0.9583, -0.9487)  -0.815
C (0.2537, -0.4184, 1.8512)  -0.448
C (-0.8477, -1.2207, 0.9287)  -0.433
C (-0.5406, -1.7095, -0.5566)  -0.054
O (-0.4142, -0.7557, -1.5709)  -0.928
H (0.0134, 1.5278, 2.7431)  0.174
H (0.9048, 1.7516, 1.4943)  0.171
H (-2.0852, 1.0420, 1.2730)  0.362
H (-0.2546, 1.7987, -1.0270)  0.155
H (-1.4626, 2.7663, -0.4940)  0.129
H (-1.4536, 0.1423, -1.3599)  0.497
H (0.2846, -0.8212, 2.8554)  0.193
H (1.1953, -0.6141, 1.3062)  0.195
H (-0.9882, -2.2239, 1.5440)  0.177
H (-1.8494, -0.6620, 0.8152)  0.210
H (-1.3901, -2.3743, -0.8721)  0.133
H (0.4154, -2.1763, -0.4960)  0.144
H (1.0812, 0.1698, -1.3623)  0.510
H (1.8908, -0.0302, -2.6223)  0.471
O (1.9908, 0.3667, -1.7432)  -1.007
H (2.9424, -1.0202, 1.0257)  0.456
H (2.5009, -0.9808, -0.4978)  0.508
O (3.0784, -1.4731, 0.2049)  -0.986

Its energy above the lowest of the compared OMol25 structures with the same formula, charge and spin is 65.7 kcal/mol. The value obtained for the total energy is -555.7620 Ha. The net charge is -1. As for the LUMO energy: 0.139 hartree. The HOMO energy is -0.158 Eh.

Molecular formula: C5H16NO5
Method: DFT, ωB97M-V/def2-TZVPD

Each line ends with the natural charge from an NBO analysis.
CARTESIAN COORDINATES (ANGSTROEM)
C (1.5391, -1.0395, 1.0332)  -0.200
N (0.2020, -1.1810, 0.5594)  -0.667
C (-0.2546, -1.0887, -0.6533)  0.446
O (-1.5183, -1.1034, -0.8692)  -0.853
C (2.3575, 0.1190, 0.3539)  -0.413
C (1.7277, 1.5226, 0.5759)  -0.440
C (1.0203, 2.1374, -0.6149)  -0.064
O (0.4573, 3.4212, -0.2440)  -0.732
H (1.5151, -0.9285, 2.1180)  0.170
H (2.1809, -1.9279, 0.8922)  0.160
H (-2.6939, 0.1824, 1.4362)  0.466
H (0.3154, -0.8723, -1.5851)  0.082
H (2.2237, -0.1068, -0.6941)  0.200
H (3.3646, 0.1434, 0.7450)  0.192
H (1.0135, 1.3905, 1.3948)  0.200
H (2.5321, 2.1691, 0.9310)  0.195
H (1.8319, 2.3650, -1.3210)  0.158
H (0.2199, 1.5921, -1.1088)  0.188
H (-1.6306, -0.9185, 1.7084)  0.509
H (0.2376, 3.2949, 0.6749)  0.457
O (-2.4012, -0.4703, 2.0769)  -0.994
H (-2.9066, -0.3962, -2.5246)  0.479
H (-2.1441, 0.6048, -1.8819)  0.483
O (-2.5489, 0.4772, -2.7603)  -0.970
H (-1.8885, -2.6822, -0.6200)  0.497
H (-2.6076, -3.1396, 0.5635)  0.457
O (-2.1442, -3.5649, -0.1861)  -1.006

Its energy above the lowest of the compared OMol25 structures with the same formula, charge and spin is 20.9 kcal/mol. The value obtained for the total energy is -631.0974 Ha. The net charge is -1. As for the LUMO energy: 0.124 hartree. The HOMO energy is -0.175 Eh.

Molecular formula: C5H16NSi
Method: DFT, ωB97M-V/def2-TZVPD

Each line ends with the natural charge from an NBO analysis.
CARTESIAN COORDINATES (ANGSTROEM)
C (-1.4679, -0.9369, 1.7553)  -0.624
C (2.4962, 0.1760, 1.6112)  -1.128
C (1.8639, 1.4738, -1.2818)  -1.212
C (-1.5644, -1.1186, 0.2125)  -0.435
C (-1.2945, 0.1911, -0.5992)  -0.376
N (-1.8194, 0.0601, -1.9368)  -0.691
Si (1.7582, 0.0052, -0.1897)  1.546
H (-0.4776, -0.4145, 2.0643)  0.199
H (-1.4736, -1.9630, 2.3522)  0.242
H (-2.2187, -0.1974, 2.1495)  0.226
H (1.8130, -0.2354, 2.3814)  0.275
H (3.4934, -0.3278, 1.7082)  0.279
H (2.7133, 1.1994, 1.8593)  0.260
H (1.5714, 1.5811, -2.3598)  0.286
H (1.3668, 2.3167, -0.7065)  0.290
H (2.9900, 1.6930, -1.2400)  0.262
H (-0.7812, -1.8200, -0.0442)  0.196
H (-2.5760, -1.4599, -0.2578)  0.159
H (-1.9893, 0.9355, -0.2180)  0.166
H (-1.2511, -0.2616, -2.6461)  0.410
H (-2.6780, -0.5815, -1.9178)  0.403
H (-2.0558, 1.0739, -2.1503)  0.449
H (1.5814, -1.3893, -0.5460)  -0.184

Its energy above the lowest of the compared OMol25 structures with the same formula, charge and spin is 77.9 kcal/mol. The value obtained for the total energy is -543.9649 Ha. The net charge is +1. As for the LUMO energy: -0.150 hartree. The HOMO energy is -0.429 Eh.

Molecular formula: C5H16NSi
Method: DFT, ωB97M-V/def2-TZVPD

Each line ends with the natural charge from an NBO analysis.
CARTESIAN COORDINATES (ANGSTROEM)
C (2.0282, -2.0688, 1.1329)  -0.601
C (-1.6804, 2.2437, -0.0378)  -0.424
C (1.1673, -0.8218, 0.9051)  -0.414
C (-0.2043, -1.1923, 0.3548)  -0.486
C (-0.8416, 0.0264, -0.3784)  -0.294
N (-0.8198, 1.2980, 0.7031)  -0.693
Si (-0.1616, 0.2349, -2.2868)  0.931
H (1.9029, -2.6805, 0.2720)  0.206
H (1.7519, -2.5036, 2.0528)  0.224
H (3.0813, -1.7497, 1.0279)  0.232
H (-1.6335, 3.2662, 0.3884)  0.242
H (-1.3622, 2.3703, -1.0645)  0.215
H (-2.6805, 1.8165, 0.1323)  0.224
H (1.6493, -0.0933, 0.1636)  0.196
H (1.0795, -0.3503, 1.8723)  0.208
H (-0.0462, -1.9986, -0.5240)  0.265
H (-0.8883, -1.6914, 0.9961)  0.289
H (-1.8352, -0.2746, -0.5141)  0.238
H (0.0742, 1.6371, 1.1618)  0.429
H (-1.4051, 0.9754, 1.4522)  0.414
H (0.8600, -0.6855, -2.4491)  -0.169
H (0.3827, 1.5904, -2.4416)  -0.143
H (-1.4915, 0.2372, -3.1805)  -0.090

Its energy above the lowest of the compared OMol25 structures with the same formula, charge and spin is 113.1 kcal/mol. The spin multiplicity is 3. The value obtained for the total energy is -543.7712 Ha. The net charge is +1. As for the LUMO energy (alpha / beta): -0.109 / -0.333 hartree. The HOMO energy (alpha / beta) is -0.319 / -0.562 Eh.

Molecular formula: C5H16NbSn
Method: DFT, ωB97M-V/def2-TZVPD

Each line ends with the natural charge from an NBO analysis.
CARTESIAN COORDINATES (ANGSTROEM)
C (-2.1194, 0.2487, -0.1328)  -0.695
C (-1.3633, 0.4647, -1.4445)  -0.360
C (-0.2043, -0.4626, -1.8048)  -0.403
C (0.9901, -0.3218, -0.8547)  -0.467
C (1.3051, -1.3951, 0.1518)  -0.740
Nb (1.3004, -0.2673, 2.0711)  1.154
H (-1.5684, 0.6167, 0.7413)  0.227
H (-3.1107, 0.7179, -0.1474)  0.227
H (-2.2952, -0.8210, 0.0338)  0.263
H (-2.1006, 0.5265, -2.2518)  0.245
H (-0.8141, 1.4663, -1.3362)  0.064
H (0.1660, -0.2129, -2.8039)  0.236
H (-0.6212, -1.4792, -1.8859)  0.236
H (0.8820, 0.6594, -0.3485)  0.235
H (1.8945, -0.1899, -1.4679)  0.254
H (2.3611, -1.7161, 0.1685)  0.252
H (0.6767, -2.2925, 0.1618)  0.260
H (0.9018, -1.7008, 3.1773)  -0.288
H (-0.3742, 0.4593, 1.9094)  -0.159
H (1.9211, 1.3214, 1.2567)  -0.166
H (3.0610, -0.0336, 2.4768)  -0.137
H (0.7937, 1.1459, 3.0862)  -0.036
Sn (-1.6822, 3.2659, -0.7562)  0.797

The value obtained for the total energy is -470.6264 Ha. The net charge is +1. As for the LUMO energy: -0.262 hartree. The HOMO energy is -0.377 Eh.

Molecular formula: C5H16O2
Method: DFT, ωB97M-V/def2-TZVPD

Each line ends with the natural charge from an NBO analysis.
CARTESIAN COORDINATES (ANGSTROEM)
C (-0.9665, -0.9073, 2.4157)  -0.618
C (0.4184, -0.5074, 1.9257)  -0.404
C (0.2233, 0.9174, 1.3328)  -0.404
C (0.5144, 0.7836, -0.1274)  -0.379
C (0.4355, 2.2755, -0.6911)  -0.620
H (-1.6664, -1.3578, 1.6556)  0.213
H (-1.0178, -1.5704, 3.3143)  0.214
H (-1.4118, 0.0557, 2.6547)  0.196
H (1.3146, -0.5863, 2.6512)  0.209
H (0.8306, -1.1932, 1.1190)  0.189
H (-0.7516, 1.2549, 1.6435)  0.198
H (0.9487, 1.6289, 1.6774)  0.208
H (1.4270, 0.3330, -0.3042)  0.191
H (-0.1129, 0.2387, -0.8074)  0.191
H (0.8375, 2.4272, -1.6646)  0.214
H (-0.5322, 2.6825, -0.5316)  0.202
H (0.9498, 3.1089, -0.1145)  0.196
O (2.6176, -0.7462, -2.3578)  -0.962
H (2.8885, -0.8067, -1.3793)  0.483
H (2.0359, -1.4595, -2.6640)  0.482
O (-3.0716, -1.5171, -1.7704)  -0.951
H (-3.6722, -0.7982, -1.8786)  0.475
H (-2.1863, -1.2218, -1.4801)  0.477

Its energy above the lowest of the compared OMol25 structures with the same formula, charge and spin is 45.3 kcal/mol. The value obtained for the total energy is -350.5100 Ha. Its SMILES is CCCCC.O.O. As for the LUMO energy: 0.021 hartree. The HOMO energy is -0.387 Eh.

Molecular formula: C5H17CaO14PS2
Method: DFT, ωB97M-V/def2-TZVPD

Each line ends with the natural charge from an NBO analysis.
CARTESIAN COORDINATES (ANGSTROEM)
Ca (-0.5246, -1.0304, -1.3177)  1.779
S (1.4990, -0.2867, -3.3422)  2.598
O (2.0673, -1.1235, -4.3759)  -1.049
O (1.9734, 1.0879, -3.4011)  -1.114
O (0.0225, -0.3966, -3.4804)  -1.161
O (1.6577, -0.8581, -1.9776)  -1.173
S (-0.9652, -3.5871, -2.3682)  2.573
O (-1.6176, -4.8322, -1.9541)  -1.096
O (-0.2419, -3.6640, -3.6378)  -1.044
O (-1.9104, -2.4540, -2.5719)  -1.164
O (-0.0904, -3.1260, -1.2643)  -1.172
C (-3.6180, -0.9054, 0.5592)  -0.249
O (-2.5890, -1.7721, 0.1333)  -0.707
H (-3.2957, 0.1060, 0.7899)  0.166
H (-4.4026, -0.8482, -0.2105)  0.159
H (-4.2045, -1.2926, 1.4038)  0.144
H (-2.9710, -2.6498, 0.2333)  0.493
C (-1.0463, 1.9323, -1.9042)  -0.258
O (-1.7732, 0.8945, -1.2153)  -0.764
H (0.0196, 1.9484, -1.6862)  0.215
H (-1.2512, 1.9062, -2.9710)  0.215
H (-1.4125, 2.8999, -1.5245)  0.123
H (-2.5851, 1.3239, -0.9531)  0.473
C (1.9654, -1.0388, 3.3727)  -0.246
O (2.1218, -0.0265, 2.4341)  -0.819
P (0.9796, 0.7521, 1.6398)  2.607
O (0.2815, -0.0125, 0.6101)  -1.109
O (0.0021, 1.3576, 2.7631)  -0.812
C (0.5334, 2.4152, 3.5962)  -0.257
O (1.7947, 2.0188, 1.0973)  -0.836
C (2.7176, 1.8369, 0.0157)  -0.257
H (0.9200, -1.2410, 3.6389)  0.184
H (2.5209, -0.8601, 4.2980)  0.167
H (2.3046, -2.0057, 2.9830)  0.203
H (0.1995, 3.3401, 3.1333)  0.195
H (1.6245, 2.4260, 3.5333)  0.192
H (0.2875, 2.2340, 4.6373)  0.183
H (3.0888, 0.8216, -0.1098)  0.233
H (3.6156, 2.4159, 0.2723)  0.157
H (2.3023, 2.2942, -0.8789)  0.229

Its energy above the lowest of the compared OMol25 structures with the same formula, charge and spin is 0.0 kcal/mol. The value obtained for the total energy is -3069.6524 Ha. The net charge is -2. As for the LUMO energy: 0.136 hartree. The HOMO energy is -0.018 Eh.

Molecular formula: C5H17MoN3OS3Sb
Method: DFT, ωB97M-V/def2-TZVPD

Each line ends with the natural charge from an NBO analysis.
CARTESIAN COORDINATES (ANGSTROEM)
Mo (0.4072, -0.5600, -0.3262)  0.906
N (-1.8801, -0.4032, 0.0877)  -0.817
C (-2.0507, 0.3569, 1.3452)  -0.240
C (-0.9807, -0.0044, 2.3421)  -0.253
N (0.3434, 0.2739, 1.7371)  -0.583
C (0.6054, 1.7265, 1.8349)  -0.246
C (1.3612, 2.2128, 0.6027)  -0.233
N (0.6597, 1.6462, -0.6166)  -0.834
H (-2.3881, 0.0160, -0.6788)  0.415
H (-2.2734, -1.3391, 0.1806)  0.419
H (-3.0526, 0.2671, 1.7789)  0.252
H (-1.9199, 1.3785, 1.1129)  0.199
H (-1.0635, -1.0593, 2.7234)  0.250
H (-1.1984, 0.6617, 3.1895)  0.243
H (1.0506, -0.2260, 2.3045)  0.440
H (1.1334, 2.0113, 2.7291)  0.256
H (-0.3622, 2.2003, 1.8793)  0.207
H (2.4070, 1.9399, 0.6015)  0.244
H (1.2998, 3.2926, 0.5498)  0.238
H (1.1938, 1.8657, -1.4574)  0.427
H (-0.1154, 2.2962, -0.7715)  0.410
S (2.6423, -2.8527, -2.8206)  -0.294
Sb (2.9905, -2.9167, -0.4986)  1.106
S (0.6495, -2.5812, 0.4839)  -0.201
S (2.9174, -0.4996, -0.7184)  -0.526
C (-0.6936, -1.8297, -2.8939)  -0.265
O (0.1968, -0.7535, -2.5539)  -0.698
H (-0.3272, -2.7899, -2.5535)  0.210
H (-0.8495, -1.8783, -3.9658)  0.233
H (-1.6385, -1.6716, -2.4389)  0.187
H (0.9357, -0.7801, -3.1889)  0.547

Its energy above the lowest of the compared OMol25 structures with the same formula, charge and spin is 16.8 kcal/mol. The spin multiplicity is 4. The value obtained for the total energy is -1942.7086 Ha. The net charge is +2. As for the LUMO energy (alpha / beta): -0.322 / -0.322 hartree. The HOMO energy (alpha / beta) is -0.557 / -0.573 Eh.

Molecular formula: C5H17N2
Method: DFT, ωB97M-V/def2-TZVPD

Each line ends with the natural charge from an NBO analysis.
CARTESIAN COORDINATES (ANGSTROEM)
C (1.8935, -0.4501, 1.0277)  -0.424
N (1.3259, -1.7227, 0.6378)  -0.417
C (-0.0108, -1.9072, 1.2656)  -0.418
C (1.3050, -1.9213, -0.8127)  -0.408
H (2.2756, -0.5808, 2.1109)  0.233
H (1.2620, 0.4536, 0.9573)  0.122
H (2.7970, -0.3248, 0.3786)  0.217
H (-0.3942, -2.9163, 1.1259)  0.224
H (0.0361, -1.6863, 2.3490)  0.221
H (-0.8418, -1.2817, 0.8706)  0.113
H (0.7544, -2.8134, -1.0603)  0.218
H (2.3534, -2.0737, -1.0805)  0.225
H (0.8567, -1.0801, -1.3613)  0.119
C (-0.3999, 2.6055, -0.3451)  -0.426
N (-0.8372, 1.2330, -0.7314)  -0.508
C (-2.3335, 1.0434, -0.6627)  -0.434
H (0.6899, 2.5460, -0.3265)  0.244
H (-0.7791, 3.3630, -1.1651)  0.251
H (-0.8493, 2.8020, 0.6386)  0.240
H (-0.4960, 0.4879, -0.1765)  0.442
H (-0.5123, 1.0877, -1.7093)  0.438
H (-2.6636, 0.9956, 0.3783)  0.242
H (-2.6682, 0.1633, -1.2351)  0.251
H (-2.7637, 1.9775, -1.0739)  0.233

Its energy above the lowest of the compared OMol25 structures with the same formula, charge and spin is 51.1 kcal/mol. The value obtained for the total energy is -309.9129 Ha. The net charge is +1. As for the LUMO energy: -0.122 hartree. The HOMO energy is -0.446 Eh.

Molecular formula: C5H17N2O
Method: DFT, ωB97M-V/def2-TZVPD

Each line ends with the natural charge from an NBO analysis.
CARTESIAN COORDINATES (ANGSTROEM)
C (1.0661, 0.8530, 0.6775)  -0.357
C (0.7423, 1.3325, -0.6861)  -0.445
C (0.3854, 0.2924, -1.8636)  -0.345
C (-1.1479, -0.2759, -1.7816)  -0.398
C (-1.4892, -1.4154, -0.7690)  -0.230
N (-2.2136, -0.6989, 0.3199)  -0.887
N (0.1058, 0.8593, 1.8690)  -1.028
H (2.0690, 1.2257, 1.1572)  0.214
H (1.3298, -0.2069, 0.6134)  0.239
H (1.4785, 1.8958, -1.1614)  0.221
H (-0.1297, 2.0966, -0.6946)  0.209
H (0.4596, 0.7698, -2.7212)  0.189
H (1.2615, -0.4674, -1.7276)  0.179
H (-1.3531, -0.6315, -2.8142)  0.192
H (-1.6287, 0.5641, -1.8953)  0.198
H (-2.0875, -2.1617, -1.2053)  0.180
H (-0.4905, -1.7510, -0.5203)  0.195
H (-2.3886, -1.1399, 1.1334)  0.354
H (-3.1042, -0.2200, -0.0614)  0.363
H (-0.6072, 1.7231, 1.6136)  0.268
H (0.5530, 0.9294, 2.7556)  0.373
H (-0.3397, -0.0392, 1.8773)  0.370
H (2.1776, -1.8204, 2.2672)  0.472
H (3.0708, -0.8104, 1.5480)  0.468
O (2.2801, -0.9029, 2.0692)  -0.993

Its energy above the lowest of the compared OMol25 structures with the same formula, charge and spin is 94.8 kcal/mol. The spin multiplicity is 2. The value obtained for the total energy is -385.2132 Ha. As for the LUMO energy (alpha / beta): 0.024 / 0.018 hartree. The HOMO energy (alpha / beta) is -0.109 / -0.342 Eh.